(1)
Density functional theory data (ωB97M-V/def2-TZVPD) for C4H7N3 as an isolated structure in a non-equilibrium geometry.

F_max = 6.16 eV Å⁻¹
Total charge = +2
HOMO energy (alpha / beta) = -18.87 / -18.87 eV
HOMO-LUMO gap (alpha / beta) = 8.5479 / 8.5465 eV

Last column: Mulliken charge in e.
CARTESIAN COORDINATES (ANGSTROEM)
C  2.44470  1.17622  -0.41850  0.22
C  -0.95707  0.31296  0.28652  0.29
C  0.41491  -0.06191  0.28414  0.20
C  -1.97159  0.76603  -0.46484  -0.76
N  -0.44395  0.12200  1.44571  -0.12
N  1.49041  0.68018  -0.02897  0.15
N  0.66004  -1.93909  -0.18354  -0.52
H  3.52600  1.34264  -0.64930  0.44
H  -1.41479  1.13603  -1.33788  0.34
H  -2.77414  1.50083  0.05156  0.39
H  -2.61582  -0.02357  -0.95431  0.38
H  -0.64535  -0.36051  2.37411  0.38
H  1.21419  -2.36355  0.64954  0.31
H  1.07246  -2.28826  -1.05424  0.29

=====

(2)
Density functional theory data (ωB97M-V/def2-TZVPD) for one molecule with the formula C4H7N3O in a non-equilibrium geometry.

F_max = 1.47 eV Å⁻¹
Total charge = 0
HOMO energy = -8.48 eV
Structure (SMILES) = CONc1cc[nH]n1
HOMO-LUMO gap = 9.5274 eV

Last column: Mulliken charge in e.
CARTESIAN COORDINATES (ANGSTROEM)
C  2.30608  -1.51120  0.29682  -0.47
O  1.15761  -1.62793  -0.52339  -0.23
N  0.01589  -1.38393  0.21044  -0.32
C  -0.47353  -0.06935  0.07634  0.57
C  -1.81585  0.37294  0.23767  -0.52
C  -1.73841  1.72961  0.03963  -0.46
N  -0.46734  2.05192  -0.19570  0.11
N  0.34193  0.94222  -0.16365  -0.61
H  2.49148  -0.45621  0.56480  0.22
H  3.10939  -1.81092  -0.39493  0.23
H  2.18776  -2.12260  1.20326  0.26
H  -0.63828  -2.07451  -0.14023  0.29
H  -2.68659  -0.26037  0.40690  0.31
H  -2.59240  2.39570  0.06810  0.42
H  -0.03527  2.94897  -0.38116  0.22

=====

(3)
Density functional theory data (ωB97M-V/def2-TZVPD) for C4H7N3O as an isolated structure in a non-equilibrium geometry.

F_max = 7.85 eV Å⁻¹
Total charge = 0
HOMO energy = -8.67 eV
HOMO-LUMO gap = 9.1147 eV

Last column: Mulliken charge in e.
CARTESIAN COORDINATES (ANGSTROEM)
C  1.29953  2.26745  0.28463  0.05
C  -0.25364  -0.32478  -0.22670  -0.36
C  -1.01478  -1.49078  -0.65736  0.42
C  -1.04709  -2.69575  0.12719  -0.49
H  1.70618  2.12467  2.28785  0.24
H  1.08999  3.68471  0.38234  0.20
H  0.76815  2.25812  -1.54087  0.26
H  -0.25415  -0.27320  1.02907  0.24
H  -1.12175  -1.29048  -1.82976  0.25
H  -0.24180  -2.57134  0.86415  0.28
H  -1.54076  -3.49112  -0.36508  0.30
N  1.77970  1.40253  1.32092  -0.54
N  0.84572  1.62698  -0.82095  0.01
N  0.12928  0.57563  -1.04680  -0.43
O  -2.14457  -1.80263  0.19137  -0.42

=====

(4)
Density functional theory data (ωB97M-V/def2-TZVPD) for one molecule with the formula C4H7N3O in a non-equilibrium geometry.

F_max = 2.25 eV Å⁻¹
Total charge = 0
HOMO energy = -8.71 eV
Structure (SMILES) = [H]/N=C/NC(=O)NC=C
HOMO-LUMO gap = 9.3657 eV

Last column: Mulliken charge in e.
CARTESIAN COORDINATES (ANGSTROEM)
H  0.15923  3.14302  -0.18272  0.23
N  0.00319  2.11729  -0.27818  -0.62
C  -1.11141  1.84268  -0.81772  -0.02
N  -1.51406  0.55472  -1.03046  -0.16
C  -0.93017  -0.62976  -0.57674  0.49
O  -1.56710  -1.69298  -0.71249  -0.65
N  0.24009  -0.46913  0.09812  -0.14
C  0.90433  -1.56219  0.66696  -0.10
C  2.06833  -1.44749  1.30270  -0.76
H  -1.90364  2.54703  -1.17565  0.33
H  -2.42049  0.34627  -1.38363  0.22
H  0.62916  0.48855  0.21373  0.35
H  0.34568  -2.47076  0.65010  0.35
H  2.47187  -2.29473  1.88575  0.24
H  2.62498  -0.47254  1.34024  0.24

=====

(5)
Density functional theory data (ωB97M-V/def2-TZVPD) for a 3-piece molecular cluster, C4H7N3O overall in a non-equilibrium geometry.

F_max = 11.73 eV Å⁻¹
Total charge = 0
HOMO energy = -8.28 eV
HOMO-LUMO gap = 6.3986 eV

Last column: Mulliken charge in e.
CARTESIAN COORDINATES (ANGSTROEM)
C  0.49077  -0.88361  -0.20076  0.05
C  -0.67921  -1.33427  -0.10946  -0.71
C  -0.79765  0.87327  -0.08045  -0.57
C  0.54581  0.55986  -0.22851  0.27
H  2.14594  -1.40655  1.13742  0.30
H  1.54944  -2.37652  -0.30365  0.32
H  -1.04487  -2.20666  -0.50565  0.37
H  -3.51671  1.20341  -0.72455  0.28
H  -1.29947  1.82028  0.53358  0.27
H  1.35369  2.44225  -0.65126  0.35
H  1.89628  1.73902  1.28650  0.29
N  1.89739  -1.49604  -0.03829  -0.55
N  -1.55959  -0.28347  -0.06780  0.56
N  1.88050  1.45721  -0.17010  -0.57
O  -2.86231  -0.10816  0.12299  -0.64

=====

(6)
Density functional theory data (ωB97M-V/def2-TZVPD) for one molecule with the formula C4H7N3O in a non-equilibrium geometry.

F_max = 6.02 eV Å⁻¹
Total charge = 0
HOMO energy = -9.26 eV
Structure (SMILES) = CC/N=c1/nc[nH]o1
HOMO-LUMO gap = 9.6151 eV

Last column: Mulliken charge in e.
CARTESIAN COORDINATES (ANGSTROEM)
C  -2.45396  0.25527  -0.53521  -0.68
C  -1.56488  -0.27505  0.47407  -0.34
N  -0.46950  -1.14294  0.04958  -0.54
C  0.68573  -0.73125  -0.01197  0.74
N  1.91298  -1.30709  -0.07357  -0.57
C  2.78676  -0.39297  -0.17429  -0.04
N  2.41320  0.84160  -0.07752  -0.19
O  0.99015  0.64364  0.16663  -0.31
H  -1.57005  0.46703  -1.45182  0.17
H  -3.20673  -0.56961  -0.83806  0.27
H  -2.78802  1.34911  -0.00707  0.24
H  -0.95511  0.58635  0.92445  0.27
H  -2.15345  -0.62203  1.50082  0.28
H  3.65126  -0.34331  -0.70600  0.42
H  2.72162  1.24128  0.75995  0.27

=====

(7)
Density functional theory data (ωB97M-V/def2-TZVPD) for C4H7N3O as an isolated structure in a non-equilibrium geometry.

F_max = 8.14 eV Å⁻¹
Total charge = 0
HOMO energy = -7.69 eV
HOMO-LUMO gap = 8.1156 eV

Last column: Mulliken charge in e.
CARTESIAN COORDINATES (ANGSTROEM)
C  0.47062  -0.28327  -0.21319  0.13
C  -0.77560  -0.45570  -0.76203  0.13
C  -1.60000  0.47794  0.07450  -0.34
C  -0.78318  1.20502  0.76316  -0.21
H  1.45880  -1.96751  0.33530  0.27
H  1.72887  -1.29903  -1.19583  0.30
H  -2.03474  -0.67388  -2.07174  0.45
H  -2.83125  0.24473  0.23648  0.23
H  -1.04089  2.04222  1.61059  0.25
H  2.62662  0.85616  0.54556  0.37
H  1.52491  0.71365  2.31378  0.25
N  1.64788  -1.04369  -0.19510  -0.61
N  0.43472  0.74475  0.55897  0.46
N  1.53411  1.23414  1.16657  -1.07
O  -1.32755  -1.51582  -1.45772  -0.61

=====

(8)
Density functional theory data (ωB97M-V/def2-TZVPD) for C4H7N3O as an isolated structure in a non-equilibrium geometry.

F_max = 6.30 eV Å⁻¹
Total charge = 0
HOMO energy = -8.26 eV
HOMO-LUMO gap = 8.3742 eV

Last column: Mulliken charge in e.
CARTESIAN COORDINATES (ANGSTROEM)
C  2.10822  -1.30684  -1.48969  -0.71
C  -0.09835  -0.25081  -0.30499  0.61
C  -0.79670  0.74851  -1.18337  -0.47
C  -0.31582  0.28932  0.90083  0.26
H  2.72192  -0.02952  -1.67153  0.21
H  1.58405  -1.53071  -2.49922  0.25
H  2.92990  -2.03939  -1.44528  0.32
H  0.67552  -2.47874  0.13507  0.27
H  -1.25091  0.54006  -2.33695  0.22
H  -2.36268  2.04823  -0.54540  0.29
H  0.89697  -1.00374  1.67007  0.40
N  1.03762  -1.11063  -0.36660  -0.54
N  -1.52314  1.41639  -0.21842  0.27
N  -1.35869  1.07612  1.03603  -0.81
O  0.29132  -0.25755  1.99993  -0.57

=====

(9)
Density functional theory data (ωB97M-V/def2-TZVPD) for a 2-piece molecular cluster, C4H7N3O overall in a non-equilibrium geometry.

F_max = 8.29 eV Å⁻¹
Total charge = 0
HOMO energy = -8.34 eV
HOMO-LUMO gap = 5.7681 eV

Last column: Mulliken charge in e.
CARTESIAN COORDINATES (ANGSTROEM)
C  1.74551  0.17514  0.41517  -0.49
C  0.38313  0.46128  -0.00881  0.39
C  -1.66776  1.25751  -0.40153  -0.32
C  -1.79715  -0.14918  -0.21826  0.23
H  1.59676  -0.88373  -1.45801  0.27
H  3.16975  -0.95444  -0.58357  0.22
H  2.15948  1.27858  0.45188  0.26
H  1.79805  0.05372  1.36150  0.38
H  -2.44604  2.00484  -0.38090  0.39
H  -3.91788  -0.81887  1.36950  0.19
H  0.06486  -1.43321  0.20858  0.30
N  2.17592  -0.91133  -0.47451  -0.56
N  -0.20899  1.66115  -0.19352  -0.67
N  -0.37396  -0.53177  0.05646  -0.03
O  -2.68167  -1.20970  -0.14399  -0.54

=====

(10)
Density functional theory data (ωB97M-V/def2-TZVPD) for one molecule with the formula C4H7N3O in a non-equilibrium geometry.

F_max = 6.97 eV Å⁻¹
Total charge = 0
HOMO energy = -8.97 eV
Structure (SMILES) = C/N=c1/ccon1N
HOMO-LUMO gap = 9.5597 eV

Last column: Mulliken charge in e.
CARTESIAN COORDINATES (ANGSTROEM)
C  -1.46643  1.41288  -0.24706  -0.69
N  -0.26172  1.21958  -1.00553  -0.62
C  0.33460  0.10798  -0.73635  0.54
C  1.42930  -0.57788  -1.15873  -0.39
C  1.57654  -1.61234  -0.38046  -0.14
O  0.39028  -1.98937  0.27449  -0.36
N  -0.31288  -0.67359  0.30530  0.22
N  -0.24527  -0.13445  1.49982  -0.56
H  -1.53462  1.83120  0.77866  0.22
H  -2.07360  2.15876  -0.87060  0.30
H  -1.97472  0.30902  -0.13221  0.33
H  2.44970  -0.20501  -1.58085  0.24
H  2.35253  -2.43358  -0.39946  0.36
H  -1.18010  -0.00230  1.88415  0.29
H  0.51640  0.58911  1.76882  0.27